# 1
7 unconnected molecules or ions with the total composition H13O6S in a non-equilibrium geometry, computed with wB97M-V/def2-TZVPD.

* Kohn-Sham gap: 8.048 eV
* total energy: -857.463303 a.u.
* energy relative to the best compared isomer or geometry (same formula, charge and spin): 1.685 eV

Structure (ORCA input):
```
! wB97M-V def2-TZVPD RIJCOSX def2/J DEFGRID3
* xyz -1 1
S -1.0213 0.3060 -0.9023
H -0.5279 -0.8375 -0.4686
H -0.8219 -0.1916 1.8006
H -2.1603 0.5629 1.7753
O -1.6535 -0.0640 2.2951
H -0.3981 -2.4682 0.9592
H -1.5368 -2.8440 1.6943
O -0.5759 -2.7789 1.8174
H -4.4958 -1.3063 -1.3531
H -2.9821 -1.1077 -1.0963
O -3.6668 -1.7472 -1.3133
H 4.6337 3.0975 0.1227
H 3.3022 2.3691 0.4729
O 4.4210 2.2579 0.4187
H 0.7890 -0.2011 -2.4966
H 2.2687 -0.5471 -2.0716
O 1.6061 -0.6558 -2.7757
H 1.1558 1.5846 -0.0759
H 0.3678 2.3121 0.7432
O 1.2961 2.2596 0.4541
*
```



# 2
C4H8N2O in the gas phase, computed with wB97M-V/def2-TZVPD.

* Kohn-Sham gap: 8.414 eV
* total energy: -341.900156 a.u.
* energy relative to the best compared isomer or geometry (same formula, charge and spin): 2.816 eV

Structure (ORCA input):
```
! wB97M-V def2-TZVPD RIJCOSX def2/J DEFGRID3
* xyz 0 1
N 1.9652 0.0787 -1.2177
C 1.5232 -0.4085 -0.0032
O 2.3595 -1.3744 0.4763
C 0.4363 0.0033 0.6682
N -0.5408 0.8526 0.0571
C -1.8240 0.9018 0.7330
C -1.6828 0.1492 -0.5339
H 2.2525 -0.6361 -1.8725
H 1.3457 0.7685 -1.6189
H 1.8614 -1.8619 1.1446
H 0.2887 -0.2875 1.7101
H -1.9267 0.3228 1.6526
H -2.3287 1.8655 0.7486
H -1.6615 -0.9385 -0.4816
H -2.0680 0.5644 -1.4626
*
```



# 3
A molecular structure, C49H40ClF9O7S2Sm in a non-equilibrium geometry, computed with wB97M-V/def2-TZVPD.

* Kohn-Sham gap (spin up / spin down): 7.358 / 7.370 eV
* total energy: -5231.470202 a.u.
* energy relative to the best compared isomer or geometry (same formula, charge and spin): 0.197 eV
* ⟨S²⟩: 8.756

Structure (ORCA input):
```
! wB97M-V def2-TZVPD RIJCOSX def2/J DEFGRID3
* xyz -1 6
Sm 0.0015 -0.5404 -0.4780
C 6.1161 -6.3890 2.8863
C 5.1294 -5.2802 2.6519
C 4.7231 -4.4595 3.7003
C 3.8122 -3.4389 3.4945
C 3.2823 -3.2258 2.2315
C 3.6956 -4.0181 1.1746
C 4.6057 -5.0403 1.3882
S 2.0014 -1.9060 2.0264
O 1.9928 -1.6319 0.5785
C 0.7338 -3.1790 2.3551
C 0.4372 -4.1118 1.3537
C -0.4675 -5.1102 1.5928
C -1.1411 -5.1915 2.8323
C -2.0774 -6.2086 3.1157
C -2.7589 -6.2281 4.2994
C -2.5415 -5.2279 5.2574
C -1.6280 -4.2374 5.0240
C -0.8902 -4.2041 3.8218
C 0.0831 -3.2002 3.5677
C 0.3026 -2.1158 4.5522
C 1.1263 -2.2834 5.6899
C 1.7767 -3.4996 5.9853
C 2.6042 -3.6056 7.0683
C 2.8088 -2.5018 7.9112
C 2.1759 -1.3168 7.6615
C 1.3238 -1.1708 6.5479
C 0.6892 0.0523 6.2497
C -0.1294 0.1695 5.1601
C -0.3343 -0.9215 4.3063
S -1.1520 -0.9886 2.5865
O 0.0506 -0.3577 1.9533
C -2.2779 0.3400 3.0724
C -3.4598 -0.0065 3.7069
C -4.2893 0.9834 4.2013
C -3.9565 2.3263 4.0630
C -4.8261 3.3906 4.6611
C -2.7893 2.6569 3.3867
C -1.9462 1.6696 2.9048
H 6.9980 -6.0104 3.4018
H 6.4283 -6.8372 1.9457
H 5.6762 -7.1726 3.5044
H 5.1253 -4.6229 4.6892
H 3.4993 -2.8063 4.3120
H 3.3064 -3.8257 0.1861
H 4.9028 -5.6640 0.5569
H 0.8965 -3.9935 0.3854
H -0.6891 -5.8356 0.8208
H -2.2484 -6.9757 2.3739
H -3.4747 -7.0106 4.5048
H -3.0983 -5.2611 6.1821
H -1.4569 -3.4596 5.7526
H 1.6164 -4.3362 5.3211
H 3.1066 -4.5397 7.2795
H 3.4606 -2.6022 8.7669
H 2.3312 -0.4598 8.3032
H 0.8598 0.8946 6.9053
H -0.6108 1.1093 4.9317
H -3.7112 -1.0521 3.8163
H -5.2039 0.7099 4.7076
H -5.8655 3.0738 4.6806
H -4.7434 4.3196 4.1044
H -4.5162 3.5869 5.6875
H -2.5234 3.6955 3.2570
H -1.0204 1.9112 2.4077
Cl -1.5278 6.7941 1.4474
C -0.8833 5.2337 1.0381
C 0.4695 4.9634 1.2923
C 0.9973 3.7527 0.9590
C 0.2172 2.6957 0.3661
O 0.7326 1.5788 0.1087
C -1.1755 3.0230 0.1219
C -2.0588 2.0791 -0.4745
O -1.7831 0.9444 -0.8702
C -1.6847 4.2886 0.4671
H 1.0787 5.7322 1.7457
H 2.0424 3.5434 1.1340
H -3.0977 2.4473 -0.6133
H -2.7290 4.4933 0.2807
C 1.1253 -2.9103 -2.1497
O 0.1172 -2.4898 -1.3146
H 1.8529 -3.5738 -1.6272
H 1.7226 -2.0830 -2.5844
H 0.7185 -3.4989 -2.9995
F -1.8156 0.1339 -4.8057
C -0.8983 -0.3901 -3.9712
F -1.5653 -0.7837 -2.8689
F -0.4660 -1.4968 -4.5755
C 0.2692 0.5973 -3.5821
O 0.8511 0.2610 -2.4660
C 1.2627 0.5884 -4.8015
F 0.6489 0.7313 -5.9939
F 2.1684 1.5656 -4.7289
F 1.9402 -0.5559 -4.8668
C -0.3456 2.0504 -3.5068
F -0.2245 2.7561 -4.6483
F -1.6544 2.0700 -3.2277
F 0.2698 2.7542 -2.5623
C -2.7817 -3.1016 -0.2500
C -3.0332 -1.9756 0.7557
C -4.2778 -1.1608 0.3803
O -1.9208 -1.1330 0.7981
H -3.7000 -3.6286 -0.4947
H -2.0668 -3.8074 0.1643
H -2.3372 -2.6613 -1.1459
H -3.1706 -2.4188 1.7662
H -4.0937 -0.7021 -0.5898
H -4.4324 -0.3722 1.1134
H -5.1650 -1.7890 0.3398
*
```



# 4
A gas-phase ion, C8H10N4 (charge +2) in a non-equilibrium geometry, computed with wB97M-V/def2-TZVPD.

* Kohn-Sham gap (spin up / spin down): 8.091 / 8.094 eV
* total energy: -528.988889 a.u.
* energy relative to the best compared isomer or geometry (same formula, charge and spin): 0.210 eV

Structure (ORCA input):
```
! wB97M-V def2-TZVPD RIJCOSX def2/J DEFGRID3
* xyz 2 1
C 4.4024 -0.0065 -0.5300
C 3.7614 -1.1429 -0.4235
C 1.6549 -0.1932 0.3170
C -0.7933 -0.4592 0.4448
C 3.2492 1.9642 0.2680
C -3.0185 0.6905 0.2959
C -0.8272 -1.9833 0.4978
C -3.6151 1.0305 -0.9677
N 2.4283 -1.0166 -0.0741
N -1.8344 0.2508 0.3268
N 3.9731 1.1328 -0.1605
N 0.4407 0.1637 0.6826
H 4.1818 -2.0897 -0.6949
H 3.2330 2.9299 0.6292
H -3.5851 0.9683 1.1661
H -1.8197 -2.1758 1.0305
H 0.0653 -2.3203 0.9679
H -0.9423 -2.1914 -0.5742
H -2.8658 1.6765 -1.4709
H -4.6357 1.4665 -0.8978
H -3.7134 0.0877 -1.5382
H 0.2606 1.2176 0.7054
*
```



# 5
3 unconnected molecules or ions with the total composition C28H51B3Br2O9 in a non-equilibrium geometry, computed with wB97M-V/def2-TZVPD.

* Kohn-Sham gap: 9.648 eV
* total energy: -6997.407511 a.u.

Structure (ORCA input):
```
! wB97M-V def2-TZVPD RIJCOSX def2/J DEFGRID3
* xyz 0 1
C -2.0270 -3.7001 1.9520
C -1.8138 -3.5927 0.4876
Br -0.6203 -4.9182 -0.2197
C -2.3244 -2.7312 -0.3762
Br -3.5130 -1.3648 0.2544
B -2.0563 -2.7252 -1.9294
O -3.0282 -3.2582 -2.7647
B -3.3273 -2.4038 -3.8153
C -4.7887 -2.0078 -4.2525
C -5.0709 -0.5093 -4.0080
C -5.7715 -0.1713 -2.7065
C -5.5438 1.0706 -2.1754
C -6.1420 1.4111 -1.0044
C -6.9621 0.5577 -0.3329
C -7.1834 -0.6733 -0.8650
C -6.5989 -1.0232 -2.0489
O -2.2472 -1.8460 -4.5026
B -1.1774 -1.4987 -3.7006
C -0.2483 -0.2990 -4.1150
C -0.9562 1.0706 -4.1567
C -0.8324 1.8987 -2.8791
C 0.5024 2.6488 -2.7621
C -1.1634 1.1120 -1.6241
O -0.9302 -2.2006 -2.5113
H -2.5194 -2.8307 2.3703
H -2.6204 -4.5858 2.1750
H -1.0771 -3.8300 2.4688
H -4.8559 -2.2355 -5.3185
H -5.4694 -2.6771 -3.7340
H -5.5799 -0.0478 -4.8509
H -4.1003 -0.0125 -3.9547
H -4.9004 1.7941 -2.6552
H -5.9578 2.3927 -0.5825
H -7.4369 0.8522 0.5898
H -7.8114 -1.4052 -0.3812
H -6.8198 -1.9999 -2.4502
H 0.6734 -0.2871 -3.5363
H 0.0511 -0.5206 -5.1444
H -0.4794 1.6482 -4.9480
H -2.0097 1.0084 -4.4317
H -1.5917 2.6839 -2.9454
H 1.2630 2.0565 -2.2518
H 0.8657 2.8871 -3.7597
H 0.3656 3.5744 -2.2085
H -1.3038 1.7455 -0.7517
H -2.1027 0.5815 -1.7986
H -0.4124 0.3505 -1.4087
C 1.4841 1.1944 7.6150
O 1.2091 0.3950 6.4869
C 0.7235 -0.8910 6.8356
C -0.1441 -1.4609 5.7350
O -1.4552 -0.9150 5.6871
C -1.5975 0.4061 5.1802
C -1.3978 0.5149 3.6851
O -0.0161 0.5128 3.3658
C 0.2282 0.0752 2.0474
H 2.2832 0.7560 8.2237
H 1.8052 2.1716 7.2590
H 0.5857 1.3261 8.2293
H 0.1414 -0.8431 7.7632
H 1.5872 -1.5522 6.9901
H -0.2888 -2.5224 5.9505
H 0.3504 -1.3915 4.7643
H -0.9586 1.1086 5.7176
H -2.6334 0.6786 5.3952
H -1.8286 1.4593 3.3243
H -1.9059 -0.3208 3.1895
H -0.1565 -0.9419 1.8990
H 1.3064 0.0648 1.8925
H -0.2299 0.7544 1.3225
C 8.6972 0.1629 -2.2024
O 7.7218 0.9887 -1.6079
C 6.9310 1.6741 -2.5649
C 5.5633 2.0002 -2.0063
O 4.6716 0.8946 -1.9742
C 4.8922 -0.0980 -0.9803
C 4.5348 0.3432 0.4220
O 5.5594 1.1518 0.9746
C 5.0826 1.9963 1.9985
H 9.4173 0.7551 -2.7786
H 9.2239 -0.3565 -1.4039
H 8.2316 -0.5845 -2.8554
H 6.8136 1.0680 -3.4708
H 7.4444 2.6098 -2.8258
H 5.0968 2.7189 -2.6843
H 5.6378 2.4787 -1.0283
H 5.9108 -0.4863 -1.0261
H 4.2197 -0.9163 -1.2484
H 4.4192 -0.5409 1.0644
H 3.5855 0.8927 0.3959
H 4.2934 2.6585 1.6233
H 5.9154 2.6077 2.3409
H 4.6988 1.4132 2.8434
*
```



# 6
A molecular structure, C14H20IrN3O3S, computed with wB97M-V/def2-TZVPD.

* Kohn-Sham gap (spin up / spin down): 6.701 / 5.173 eV
* total energy: -1436.862051 a.u.
* energy relative to the best compared isomer or geometry (same formula, charge and spin): 0.154 eV
* ⟨S²⟩: 0.769

Structure (ORCA input):
```
! wB97M-V def2-TZVPD RIJCOSX def2/J DEFGRID3
* xyz 3 2
Ir -0.6204 -0.3507 0.1397
O 0.6388 -0.7489 1.6214
N 0.7441 0.1439 2.6351
C 1.6363 -0.1138 3.6014
C 1.7462 0.7624 4.6635
C 0.9370 1.8938 4.7205
C 0.0214 2.1327 3.7062
C -0.0551 1.2279 2.6588
S -1.1975 1.3563 1.3496
H 2.2181 -1.0166 3.4783
H 2.4666 0.5470 5.4409
H 1.0151 2.5831 5.5510
H -0.6279 2.9984 3.7207
C -3.3537 0.2519 -1.2417
O -1.9828 -0.2228 -1.4572
C -1.9102 -1.4768 -2.2204
C -1.9650 -2.6144 -1.2457
O -0.8954 -2.3744 -0.2581
C 0.1694 -3.3966 -0.2395
H -3.8512 0.2823 -2.2076
H -3.2887 1.2587 -0.8369
H -3.8830 -0.3999 -0.5481
H -0.9643 -1.4360 -2.7609
H -2.7325 -1.5046 -2.9340
H -1.8102 -3.5827 -1.7173
H -2.8979 -2.6368 -0.6834
H -0.3058 -4.3702 -0.1571
H 0.7695 -3.1986 0.6432
H 0.7497 -3.3107 -1.1562
N -0.5318 2.4309 -1.6628
C 0.5887 1.7033 -1.7132
C 1.6480 2.1233 -2.5528
C 2.8087 1.4156 -2.6135
C 2.9591 0.2572 -1.8214
C 1.9342 -0.1245 -1.0257
N 0.7393 0.5689 -0.9742
H -0.5891 3.2840 -2.1988
H -1.3173 2.2066 -1.0853
H 1.5002 3.0181 -3.1431
H 3.6128 1.7427 -3.2599
H 3.8728 -0.3195 -1.8322
H 2.0038 -0.9905 -0.3833
*
```



Which value of total energy does entry 3 give?
-5231.470202 a.u.